Formula: C48H126N7O16
Source: OMol25
Level of theory: ωB97M-V with the def2-TZVPD basis set

```
! RIJCOSX wB97M-V def2-TZVPD def2/J DEFGRID3
* xyz 5 1
C -0.02 -0.49 -1.83
C -0.89 -0.66 -0.56
C -0.73 0.57 0.33
O -2.23 -1.00 -0.77
H 1.00 -0.90 -1.79
H -0.01 0.53 -2.21
H -0.39 -1.16 -2.60
H -0.30 -1.44 -0.05
H -1.43 1.37 0.08
H 0.31 0.91 0.36
H -0.99 0.19 1.32
C -0.17 -3.46 2.62
C -1.37 -4.07 3.45
C -1.49 -3.18 4.68
O -2.49 -4.21 2.68
H -0.11 -4.10 1.73
H 0.80 -3.50 3.12
H -0.50 -2.47 2.27
H -1.08 -5.07 3.79
H -2.34 -3.34 5.34
H -1.66 -2.13 4.40
H -0.62 -3.24 5.34
C -5.07 -4.98 -3.51
O -4.25 -4.10 -2.71
C -4.87 -3.61 -1.54
C -4.22 -4.05 -0.26
N -2.70 -3.93 -0.36
H -2.54 -2.99 -0.75
H -2.33 -3.89 0.59
C -1.91 -5.01 -1.06
C -0.58 -4.62 -1.69
O -0.73 -3.57 -2.62
C 0.47 -3.26 -3.27
H -5.93 -4.49 -3.97
H -5.26 -5.95 -3.05
H -4.43 -5.09 -4.39
H -5.93 -3.86 -1.50
H -4.79 -2.52 -1.66
H -4.45 -5.09 -0.02
H -4.44 -3.41 0.59
H -2.48 -5.56 -1.80
H -1.83 -5.79 -0.30
H -0.22 -5.54 -2.16
H 0.22 -4.38 -0.97
H 0.44 -2.51 -4.06
H 0.70 -4.24 -3.71
H 1.30 -3.05 -2.60
C 2.59 -3.12 -0.05
O 3.71 -2.62 0.70
C 3.57 -1.23 0.88
C 4.25 -0.46 -0.26
N 5.58 -1.11 -0.59
H 5.48 -2.12 -0.76
H 5.95 -0.81 -1.49
C 6.58 -0.80 0.51
C 7.88 -1.53 0.24
O 7.62 -2.91 0.15
C 8.62 -3.87 0.28
H 1.74 -3.41 0.57
H 2.83 -4.06 -0.55
H 2.27 -2.48 -0.88
H 4.18 -1.07 1.77
H 2.58 -0.86 1.15
H 4.34 0.62 -0.12
H 3.71 -0.59 -1.20
H 6.08 -1.12 1.41
H 6.70 0.27 0.31
H 8.45 -1.30 1.14
H 8.39 -0.99 -0.56
H 9.04 -3.93 1.28
H 9.35 -3.69 -0.52
H 8.15 -4.83 0.06
C -2.44 -1.21 -7.78
O -2.34 -1.36 -6.36
C -3.59 -1.86 -5.92
C -3.60 -2.08 -4.40
N -3.05 -0.85 -3.71
H -3.02 -0.94 -2.68
H -2.10 -0.69 -4.04
C -3.82 0.44 -3.98
C -3.14 1.70 -3.42
O -1.86 1.70 -4.01
C -1.09 2.77 -3.49
H -3.30 -0.69 -8.19
H -2.36 -2.18 -8.27
H -1.53 -0.73 -8.14
H -3.73 -2.84 -6.39
H -4.48 -1.28 -6.20
H -2.88 -2.84 -4.10
H -4.61 -2.35 -4.10
H -4.84 0.25 -3.63
H -3.89 0.51 -5.07
H -3.13 1.65 -2.33
H -3.70 2.60 -3.69
H -1.51 3.70 -3.87
H -0.05 2.73 -3.82
H -1.05 2.81 -2.40
C -3.09 0.68 5.63
O -2.86 0.11 4.35
C -3.84 -0.88 4.08
C -3.57 -1.49 2.71
N -3.52 -0.27 1.73
H -2.82 0.39 2.06
H -3.15 -0.58 0.81
C -4.84 0.35 1.47
C -4.71 1.51 0.48
O -3.75 2.43 0.95
C -3.63 3.58 0.14
H -4.08 1.14 5.66
H -2.30 1.43 5.76
H -3.01 -0.02 6.47
H -4.87 -0.53 4.20
H -3.77 -1.67 4.83
H -4.22 -2.20 2.21
H -2.57 -1.90 2.62
H -5.20 0.76 2.41
H -5.50 -0.36 0.96
H -5.71 1.87 0.22
H -4.37 1.16 -0.51
H -3.05 4.36 0.62
H -4.60 4.00 -0.11
H -3.04 3.47 -0.77
C -0.44 2.90 -6.84
O 0.59 1.95 -7.14
C 0.44 0.69 -6.52
C 1.46 -0.22 -7.21
N 2.83 0.45 -7.36
H 3.18 0.87 -6.51
H 3.45 -0.35 -7.53
C 3.02 1.29 -8.64
C 4.51 1.14 -8.96
O 5.09 -0.10 -8.69
C 4.88 -1.15 -9.65
H -0.28 3.50 -5.95
H -1.46 2.50 -6.82
H -0.43 3.53 -7.73
H -0.55 0.25 -6.68
H 0.57 0.67 -5.43
H 1.19 -0.48 -8.23
H 1.65 -1.17 -6.69
H 2.61 2.29 -8.52
H 2.34 0.81 -9.34
H 5.04 1.91 -8.40
H 4.60 1.46 -10.00
H 4.95 -0.80 -10.68
H 3.90 -1.59 -9.46
H 5.67 -1.88 -9.48
C 4.05 0.70 10.37
O 3.80 1.50 9.26
C 4.93 1.65 8.41
C 4.55 2.27 7.09
N 3.45 1.53 6.37
H 3.48 1.54 5.35
H 3.53 0.52 6.49
C 2.09 2.14 6.75
C 0.95 1.26 6.16
O 1.42 0.43 5.11
C 0.46 -0.45 4.47
H 3.09 0.33 10.75
H 4.42 1.20 11.27
H 4.71 -0.17 10.28
H 5.60 0.80 8.26
H 5.55 2.37 8.95
H 5.44 2.36 6.47
H 4.16 3.28 7.20
H 2.06 3.16 6.38
H 1.98 2.11 7.83
H 0.07 1.83 5.86
H 0.46 0.72 6.97
H -0.50 0.07 4.48
H 0.50 -1.44 4.91
H 0.83 -0.62 3.46
C -2.23 8.63 4.64
O -1.20 8.10 3.83
C -0.26 7.23 4.45
C -0.82 5.82 4.58
N -1.42 5.36 3.28
H -2.19 6.01 3.13
H -0.83 5.63 2.50
C -1.90 3.90 3.30
C -0.85 2.98 2.76
O 0.39 3.14 3.42
C 1.48 2.47 2.87
H -2.91 9.23 4.04
H -1.85 9.16 5.51
H -2.83 7.75 4.93
H 0.11 7.64 5.39
H 0.64 7.20 3.83
H -1.48 5.77 5.44
H -0.06 5.07 4.77
H -2.82 3.93 2.72
H -2.26 3.63 4.29
H -0.72 3.22 1.70
H -1.23 1.96 2.84
H 1.84 2.90 1.92
H 1.20 1.47 2.51
H 2.33 2.29 3.52
*
```

* HOMO level: -0.545 Eh
* Kohn-Sham gap: 5.371 eV
* LUMO level: -9.5 eV
* energy: -3489.440690 Eh

Formula: C3H8N2
Source: OMol25
Level of theory: ωB97M-V with the def2-TZVPD basis set

```
! RIJCOSX wB97M-V def2-TZVPD def2/J DEFGRID3
* xyz 0 1
C 1.68 0.60 -0.05
C 0.93 -0.72 -0.28
C -2.39 0.25 -0.02
H 1.82 0.80 1.04
H 2.69 0.58 -0.50
H 1.07 1.48 -0.40
H 1.43 -1.61 0.16
H 0.71 -0.97 -1.31
H -0.47 -0.34 1.25
H -2.57 0.24 1.05
H -3.20 0.62 -0.69
N -0.39 -0.75 0.30
N -1.31 -0.17 -0.53
*
```

* HOMO level: -0.321 Eh
* Kohn-Sham gap: 9.934 eV
* LUMO level: 1.2 eV
* energy: -228.555913 Eh
* SMILES: C=NNCC

Formula: C21H29N2
Source: OMol25
Level of theory: ωB97M-V with the def2-TZVPD basis set

```
! RIJCOSX wB97M-V def2-TZVPD def2/J DEFGRID3
* xyz 1 1
C -0.22 -4.34 -1.79
N 1.04 -3.66 -1.50
C 2.30 -4.39 -1.61
C 1.04 -2.36 -1.28
H -0.04 -5.42 -1.82
H -0.95 -4.11 -0.99
H -0.65 -4.00 -2.75
H 2.08 -5.46 -1.57
H 2.82 -4.15 -2.55
H 2.96 -4.11 -0.77
H 2.01 -1.86 -1.12
H 0.15 -1.82 -1.60
C -3.75 4.14 -1.62
C -2.52 4.77 -1.51
C -1.35 4.04 -1.19
C -0.13 4.69 -0.89
C 0.97 3.97 -0.44
C 0.90 2.56 -0.38
C -0.24 1.88 -0.77
C -0.25 0.35 -0.74
C -0.37 -0.04 0.72
C -0.58 -1.47 1.21
C 0.42 -1.76 2.35
C 1.86 -1.68 1.82
C 2.07 -0.32 1.19
N 0.84 0.47 1.33
C 0.56 0.69 2.79
C 0.26 -0.65 3.43
C -1.42 2.60 -1.11
C -2.69 1.99 -1.27
C -3.84 2.74 -1.48
H -4.65 4.72 -1.80
H -2.43 5.85 -1.65
H -0.08 5.77 -0.99
H 1.88 4.48 -0.12
H 1.75 2.00 0.00
H -1.06 -0.06 -1.33
H 0.71 0.01 -1.16
H -1.19 0.56 1.15
H -1.60 -1.53 1.60
H -0.49 -2.19 0.40
H 0.23 -2.75 2.79
H 2.57 -1.78 2.64
H 2.07 -2.47 1.10
H 2.83 0.25 1.75
H 2.39 -0.35 0.14
H 1.46 1.16 3.21
H -0.29 1.38 2.87
H -0.76 -0.66 3.82
H 0.95 -0.83 4.26
H -2.77 0.91 -1.21
H -4.81 2.24 -1.55
*
```

* HOMO level: -0.366 Eh
* Kohn-Sham gap: 4.938 eV
* LUMO level: -5.0 eV
* energy: -926.806193 Eh

Formula: C41H51F4GaNO2
Source: OMol25
Level of theory: ωB97M-V with the def2-TZVPD basis set

```
! RIJCOSX wB97M-V def2-TZVPD def2/J DEFGRID3
* xyz -1 1
C -6.38 3.22 3.03
O -5.29 4.00 3.62
C -3.96 3.42 3.33
C -2.89 4.69 3.25
C -1.34 4.13 3.27
C -0.69 3.94 1.74
Ga -0.29 1.91 1.49
O 1.54 1.44 1.76
C 2.10 2.37 2.76
C 3.22 1.72 3.76
C 4.64 1.66 2.87
C 2.93 0.18 4.22
C 1.55 -0.05 5.09
C 0.97 1.29 5.83
C 0.45 -0.85 4.15
C -1.10 1.16 -0.28
C -2.46 1.79 -0.90
C -2.89 1.00 -2.25
C -1.99 -0.23 -2.77
N -0.72 -0.81 -2.27
C -0.37 -0.06 -1.04
H -6.98 2.55 3.81
H -7.19 3.99 2.60
H -6.07 2.51 2.15
H -3.91 2.82 2.31
H -3.63 2.63 4.16
H -3.05 5.29 2.24
H -3.04 5.35 4.21
H -1.39 3.04 3.76
H -0.62 4.75 3.97
H -1.48 4.37 0.99
H 0.27 4.63 1.70
H -1.11 1.16 2.69
H 1.32 2.95 3.40
H 2.68 3.21 2.13
H 3.48 2.41 4.68
H 5.47 0.99 3.41
H 5.05 2.73 2.65
H 4.38 1.07 1.87
H 3.83 -0.13 4.94
H 3.03 -0.56 3.29
H 1.83 -0.81 5.96
H 0.17 0.90 6.63
H 0.36 2.02 5.13
H 1.79 1.86 6.48
H 0.88 -0.95 3.06
H -0.58 -0.30 4.22
H 0.29 -1.94 4.59
H -3.05 2.68 -0.41
H -3.86 1.31 -2.84
H -2.41 -0.78 -3.75
H 0.64 -0.43 -0.52
F -1.01 -5.41 -4.18
C -1.91 -5.03 -3.27
C -1.73 -3.83 -2.59
C -2.67 -3.43 -1.64
C -3.79 -4.23 -1.39
C -3.96 -5.43 -2.07
C -3.02 -5.83 -3.03
H -0.85 -3.22 -2.79
H -2.54 -2.49 -1.11
H -4.52 -3.91 -0.65
H -4.83 -6.05 -1.87
H -3.15 -6.75 -3.58
F -2.75 -9.37 -3.91
C -1.50 -9.47 -3.45
C -0.60 -8.42 -3.66
C 0.70 -8.52 -3.18
C 1.10 -9.67 -2.50
C 0.20 -10.72 -2.30
C -1.10 -10.61 -2.77
H -0.93 -7.54 -4.20
H 1.40 -7.71 -3.33
H 2.12 -9.75 -2.13
H 0.52 -11.62 -1.77
H -1.82 -11.42 -2.61
F -2.99 -0.86 -5.51
C -2.33 -0.62 -6.65
C -1.87 -1.69 -7.42
C -1.19 -1.44 -8.61
C -0.96 -0.13 -9.02
C -1.42 0.94 -8.25
C -2.11 0.69 -7.06
H -2.05 -2.70 -7.08
H -0.83 -2.27 -9.21
H -0.42 0.06 -9.95
H -1.23 1.96 -8.57
H -2.48 1.51 -6.45
F 5.04 4.70 2.70
C 5.94 5.66 2.50
C 6.03 6.27 1.25
C 6.98 7.27 1.04
C 7.82 7.66 2.08
C 7.73 7.05 3.33
C 6.78 6.05 3.54
H 5.37 5.95 0.45
H 7.05 7.76 0.07
H 8.56 8.44 1.92
H 8.39 7.34 4.14
H 6.69 5.56 4.51
*
```

* HOMO level: -0.187 Eh
* Kohn-Sham gap: 7.441 eV
* LUMO level: 2.4 eV
* energy: -4121.984405 Eh

Question: What is the formula in the third record?
Answer: C21H29N2

Question: The highest HOMO level belongs to which entry?
Answer: C41H51F4GaNO2

Question: Among the records above, which one has the lowest energy?
Answer: C41H51F4GaNO2

Question: Which of these has the lowest Kohn-Sham gap?
Answer: C21H29N2